1.
38
Properties=species:S:1:pos:R:3 method="wB97M-V/def2-TZVPD" relative_energy_kj_mol=1334.1 e_tot_ha=-2089.40617 homo_energy_ev=-7.803 e_lumo_ev=0.3 total_charge=0
C -5.28010 -1.50226 0.23474
C -5.01571 -0.01422 -0.08851
H -4.73681 0.57823 0.83233
H -6.05197 0.38933 -0.47718
O -4.19577 0.13449 -1.24715
C -2.95751 0.00738 -0.68116
C -2.40499 -1.25343 -0.88705
C -1.03970 -1.40039 -0.81941
C -0.32259 -0.45652 -0.08372
C -0.79659 0.70823 0.29644
C -2.19664 1.26914 -0.05193
O -2.65187 2.41904 0.16443
C -3.54401 2.77364 -0.59450
H -3.39650 4.11259 -0.29009
H -3.49591 2.70788 -1.67304
H -4.63389 2.64817 -0.00330
H -0.21965 1.33327 0.88268
C 1.05217 -0.80384 0.49941
N 1.94371 0.17491 1.01026
C 3.04482 -0.38239 1.43480
C 3.24618 -1.69062 0.73695
S 1.77462 -2.17989 0.19107
H 4.18076 -2.15762 0.94012
C 4.00820 0.45392 2.20594
H 4.89441 -0.02096 2.17286
H 3.68028 1.00845 2.81036
S 4.80014 1.48666 0.90788
C 5.78688 0.81813 -0.12677
N 5.88614 -0.63976 0.20996
N 6.77614 -1.19133 -0.75004
C 7.14906 -0.22841 -1.77573
S 6.52206 1.26572 -1.65388
H 7.80431 -0.57787 -2.52004
H -0.60826 -2.50374 -0.97690
H -2.94382 -1.91206 -1.59049
H -6.08968 -1.46746 0.90310
H -5.55424 -1.99624 -0.95409
H -4.41368 -1.91017 0.81169

2.
81
Properties=species:S:1:pos:R:3 method="wB97M-V/def2-TZVPD" relative_energy_kj_mol=96.4 e_tot_ha=-4775.55785 homo_energy_ev=-5.876 e_lumo_ev=-2.3 total_charge=0
C -2.43907 3.44702 4.48846
C -1.31013 2.39944 4.26626
C -0.67674 2.61706 2.85484
N -1.27427 1.77702 1.80034
C -0.47029 0.71854 1.29182
Br 0.32863 -0.23243 2.85601
O -1.28902 -0.27782 0.71957
C -1.57259 -0.19315 -0.67250
O -2.48056 0.89523 -0.86039
C -3.78436 0.75466 -0.34384
O -4.68641 0.72275 -1.14774
C -4.16940 0.73992 1.11258
C -4.67225 1.86030 1.74509
C -5.05357 1.81858 3.06001
C -4.94064 0.67346 3.81610
C -4.42648 -0.44853 3.19068
C -4.07151 -0.40859 1.86935
C -2.20777 -1.56597 -0.96830
C -1.79767 -2.66362 -0.19684
C -2.42798 -3.86057 -0.52542
C -3.36232 -3.88375 -1.53887
N -3.75815 -2.88264 -2.32668
C -3.13128 -1.75898 -1.97449
C -0.33967 0.14150 -1.56546
C -0.19930 -0.63140 -2.88749
C -0.03463 0.31368 -4.11194
O -0.72511 -0.30989 -5.19803
N 0.95412 0.25026 -0.79544
C 1.44708 -1.09705 -0.34008
C 2.05464 0.75746 -1.70855
C 3.34425 1.20025 -0.97818
C 4.59533 0.71338 -1.76759
C 5.31230 -0.40797 -0.98758
N 5.92661 -1.40198 -1.86742
C 6.47755 -2.43253 -1.00547
C 5.59107 -3.48101 -0.42574
O 7.66788 -2.40884 -0.74389
C 0.74795 1.18411 0.38172
N 0.61968 2.55682 0.02761
H -2.10567 4.29761 5.09009
H -3.23672 2.94387 5.04826
H -2.84804 3.79222 3.53345
H -0.51037 2.55078 5.00127
H -1.68702 1.37735 4.35022
H 0.41910 2.61376 2.88210
H -0.93807 3.65418 2.60056
H -1.64335 2.37871 1.07715
H -4.78377 2.77204 1.15967
H -5.46845 2.70609 3.53142
H -5.24853 0.63336 4.85555
H -4.30873 -1.36395 3.76651
H -3.67392 -1.30612 1.40044
H -1.08916 -2.62796 0.62107
H -2.18649 -4.77045 0.01491
H -3.85120 -4.84249 -1.73300
H -3.38620 -0.87081 -2.56113
H -0.48885 1.18142 -1.88997
H 0.69496 -1.26455 -2.91160
H -1.02988 -1.27809 -3.17331
H 1.02052 0.37727 -4.41085
H -0.50959 1.29319 -3.95014
H -0.56097 0.21406 -5.98981
H 1.82596 -1.70092 -1.16604
H 2.27825 -0.96319 0.35849
H 0.68345 -1.66574 0.18673
H 2.35514 -0.02157 -2.40813
H 1.65324 1.62906 -2.23490
H 3.45583 0.81832 0.04126
H 3.40152 2.29445 -0.90870
H 5.29771 1.54442 -1.89289
H 4.33424 0.36355 -2.77458
H 4.62311 -0.94782 -0.32742
H 6.10104 0.07007 -0.37713
H 6.74055 -1.02851 -2.34906
H 5.50001 -4.42879 -1.11263
H 4.57007 -3.11127 -0.20823
H 6.00887 -3.81986 0.52933
H 1.60886 1.12969 1.04887
H 1.45671 2.98127 -0.34026
H -0.22401 2.80186 -0.47143
Cl 5.98397 -5.60116 -2.44866

3.
106
Properties=species:S:1:pos:R:3 method="wB97M-V/def2-TZVPD" relative_energy_kj_mol=0.0 e_tot_ha=-3237.56583 homo_energy_ev=-8.770 e_lumo_ev=-2.9 total_charge=+1
La 0.02346 -0.17256 1.24788
O -0.61962 -1.38297 6.88955
C -0.95847 -0.09170 6.84731
C -1.54476 0.45144 7.99373
C -1.91798 1.77659 8.03770
C -1.71605 2.60353 6.93358
C -1.15007 2.07632 5.79528
C -0.75917 0.73435 5.72084
C -0.16179 0.26269 4.45705
O -0.11356 1.01797 3.43148
N 0.34172 -0.97585 4.49638
N 0.78783 -1.46080 3.31723
C 1.48054 -2.53635 3.35129
C 1.89784 -3.16966 2.11244
C 2.69800 -4.30991 2.14152
C 3.08063 -4.89752 0.95058
C 2.63648 -4.34174 -0.23983
C 1.84501 -3.20662 -0.18043
N 1.48426 -2.61805 0.95679
H -0.15925 -1.58694 6.03896
H -1.69142 -0.20412 8.84171
H -2.36701 2.17652 8.93754
H -2.00359 3.64554 6.97330
H -0.99215 2.69119 4.91879
H 1.75479 -2.99430 4.29842
H 3.00943 -4.71904 3.09301
H 3.70998 -5.77731 0.94863
H 2.89658 -4.77757 -1.19413
H 1.48861 -2.74144 -1.08951
C 0.30716 4.94638 1.62780
C 0.14580 3.56831 1.04838
N 0.99762 2.62819 1.18286
N 2.13668 2.89247 1.86091
C 3.16691 2.01102 1.94672
N 4.27084 2.48979 2.53934
S 3.13595 0.46949 1.31668
C -1.07108 3.26573 0.25831
C -1.67840 4.25516 -0.50890
C -2.83429 3.95190 -1.20966
C -3.36106 2.67568 -1.10635
C -2.68047 1.74445 -0.33786
N -1.55357 2.01942 0.31636
H 0.61291 4.89817 2.67538
H 1.05648 5.52107 1.07594
H -0.63111 5.49038 1.59533
H 2.22840 3.78277 2.33098
H 4.29473 3.35824 3.04787
H 5.04957 1.86192 2.63260
H -1.24245 5.24242 -0.57169
H -3.32515 4.70492 -1.81184
H -4.27485 2.39541 -1.61061
H -3.05995 0.73300 -0.24015
C -3.14604 -2.06366 -0.44712
Si -2.44849 -1.67940 1.32470
C -2.39782 -3.42183 2.13455
C -3.87653 -0.77706 2.26315
H -4.23711 -1.99664 -0.48138
H -2.87180 -3.08174 -0.73666
H -2.75003 -1.38427 -1.20957
H -3.34561 -3.95059 1.99909
H -2.21302 -3.35833 3.20988
H -1.60870 -4.04221 1.70000
H -4.86466 -1.07634 1.90354
H -3.81025 0.31209 2.18578
H -3.82672 -1.02535 3.32610
O 0.38929 -0.22412 -1.27635
P 0.67402 -0.30902 -2.74409
N 0.64792 1.22339 -3.37681
C 0.55799 1.53180 -4.81106
C -0.50214 2.62550 -4.89224
C -0.22917 3.42147 -3.61384
C 0.08378 2.33550 -2.58384
N -0.35858 -1.21512 -3.67623
C -1.70385 -0.70799 -4.02434
C -2.60454 -1.94695 -4.05299
C -1.62062 -3.09956 -4.27439
C -0.43153 -2.66762 -3.42838
N 2.11808 -1.05634 -3.04769
C 2.59131 -1.22859 -4.43704
C 4.10089 -1.50042 -4.31375
C 4.31378 -1.78235 -2.82357
C 3.27899 -0.87636 -2.17341
H 0.30684 0.64541 -5.39310
H 1.51459 1.92538 -5.17070
H -1.50253 2.18822 -4.86316
H -0.40591 3.22359 -5.79648
H -1.07112 4.03851 -3.30445
H 0.63897 4.06576 -3.76469
H -0.82612 2.01966 -2.06672
H 0.79935 2.66728 -1.82812
H -1.67013 -0.23981 -5.01215
H -2.05337 0.04211 -3.30825
H -3.36034 -1.88213 -4.83310
H -3.10479 -2.08043 -3.09415
H -1.33121 -3.16115 -5.32507
H -2.01836 -4.06128 -3.95607
H 0.50292 -3.14963 -3.71699
H -0.63314 -2.88319 -2.37157
H 2.41186 -0.33643 -5.03934
H 2.06026 -2.05887 -4.90695
H 4.66368 -0.61188 -4.60068
H 4.41415 -2.32370 -4.95223
H 5.32500 -1.56078 -2.48697
H 4.08643 -2.82494 -2.59328
H 3.63185 0.16307 -2.17043
H 3.04134 -1.16064 -1.15287

4.
41
Properties=species:S:1:pos:R:3 method="wB97M-V/def2-TZVPD" e_tot_ha=-2997.98820 homo_energy_ev=-14.843 e_lumo_ev=-6.4 total_charge=+2
Zn 0.07970 0.45544 -0.50698
O 4.22035 -1.41420 2.89836
C 4.67712 -1.31396 1.67223
O 5.82771 -1.45066 1.36682
C 3.68457 -1.00486 0.57815
C 4.06390 -0.97510 -0.75171
N 2.99268 -0.62562 -1.47222
N 1.91936 -0.42883 -0.69642
C 2.32687 -0.65588 0.56387
C 1.30983 -0.56562 1.67702
O 1.61161 -0.87959 2.80907
O 0.13802 -0.14876 1.29723
H 3.25611 -1.25547 2.98001
H 5.02934 -1.18421 -1.18527
H 2.92953 -0.54833 -2.47412
N -4.06365 -1.74439 0.86733
C -4.23345 -0.41616 0.19410
C -2.86650 0.24510 0.02605
N -1.90283 -0.59880 -0.71299
C -1.79624 -1.92533 -0.06418
C -3.14607 -2.62168 0.06952
H -4.97036 -2.19572 1.00542
H -3.65843 -1.60187 1.79675
H -4.89016 0.21336 0.79180
H -4.70555 -0.59581 -0.77171
H -2.43187 0.45229 1.00836
H -3.00348 1.18969 -0.49815
H -2.23178 -0.72825 -1.66740
H -1.35310 -1.77372 0.92188
H -1.12087 -2.56079 -0.63423
H -3.02956 -3.57831 0.57622
H -3.61237 -2.80155 -0.89910
C 2.44338 3.17568 -0.74173
Te 0.41756 3.04588 -0.05123
C -0.44851 4.15174 -1.67312
H 2.70133 4.23038 -0.79058
H 2.54466 2.71711 -1.71999
H 3.07988 2.68169 -0.01125
H -0.08222 3.79137 -2.62927
H -0.17792 5.19527 -1.53735
H -1.52858 4.04847 -1.61122

5.
60
Properties=species:S:1:pos:R:3 method="wB97M-V/def2-TZVPD" relative_energy_kj_mol=0.0 e_tot_ha=-2846.92108 homo_energy_ev="-13.692 / -13.692" e_lumo_ev="-8.1 / -8.1" total_charge=+2
Ru -0.18499 0.54311 0.31901
S -2.39402 1.43707 4.05683
C -2.13061 -0.27332 4.17570
C -2.51472 -1.12573 5.20726
C -2.21750 -2.46511 5.07335
C -1.55237 -2.94649 3.93840
C -1.16672 -2.10317 2.91762
C -1.45675 -0.74556 3.04417
N -1.17376 0.27109 2.13259
C -1.61187 1.43702 2.54408
C -1.41307 2.59553 1.67568
C -1.61481 3.90330 2.11283
C -1.44539 4.95878 1.23662
C -1.05489 4.72447 -0.08023
C -0.80932 3.43434 -0.51849
C -0.95055 2.36796 0.36193
H -3.03003 -0.75029 6.08056
H -2.50102 -3.15327 5.85749
H -1.32957 -4.00192 3.86251
H -0.63724 -2.48799 2.05875
H -1.91948 4.09090 3.13535
H -1.62739 5.96991 1.57376
H -0.93664 5.55400 -0.76427
H -0.51553 3.27785 -1.54706
N 6.67837 -1.88749 -2.42545
C 5.49127 -1.81717 -1.80556
C 4.73123 -2.98704 -1.57619
C 3.52616 -2.91795 -0.93435
C 3.03548 -1.67085 -0.50981
C 3.77545 -0.49703 -0.73053
C 4.98293 -0.57002 -1.36738
S 1.52379 -1.62795 0.25554
O 1.19664 -2.86306 0.87278
O 1.44582 -0.39273 1.13124
N 0.27985 -1.20820 -0.79375
C 0.73855 -0.41594 -1.85445
S 1.16295 -0.79630 -3.45199
C 1.46217 0.87673 -3.72773
C 1.21192 1.61756 -2.62110
N 0.79431 0.85745 -1.55337
H 7.07111 -2.77238 -2.69586
H 7.25365 -1.07226 -2.54478
H 5.11973 -3.94532 -1.89486
H 2.95839 -3.81790 -0.73887
H 3.40986 0.45504 -0.36984
H 5.57171 0.32567 -1.51668
H 1.81824 1.22095 -4.68523
H 1.34720 2.68315 -2.53027
N -3.90376 1.61482 -4.70987
C -3.72733 1.05714 -3.72269
C -3.46485 0.38787 -2.47941
C -4.30041 -0.60369 -1.97394
C -3.94978 -1.20366 -0.77879
C -2.79826 -0.80567 -0.12725
N -2.00860 0.16709 -0.60814
C -2.33274 0.74764 -1.76873
H -5.19169 -0.89646 -2.51218
H -4.55507 -1.98818 -0.34834
H -2.48853 -1.28266 0.78915
H -1.67753 1.51637 -2.14576

6.
17
Properties=species:S:1:pos:R:3 method="wB97M-V/def2-TZVPD" relative_energy_kj_mol=306.6 e_tot_ha=-455.24170 homo_energy_ev=-6.740 e_lumo_ev=0.8 total_charge=0
C -2.06436 0.64968 2.25618
C 1.86978 0.48152 -0.04722
C 0.60761 1.33791 0.23908
C 1.23310 -0.72321 -0.66743
C -1.00567 -1.47072 -1.26230
N -0.53431 0.58149 -0.24628
N -0.06113 -0.52200 -0.72549
O -2.15653 1.38940 3.13132
O -1.94409 -0.08056 1.38476
H 2.55226 0.98549 -0.73783
H 2.43373 0.24062 0.85772
H 0.47033 1.54581 1.30637
H 0.63398 2.29909 -0.28241
H 1.71099 -1.60372 -1.04010
H -1.92893 -0.93621 -1.47424
H -0.61256 -1.92765 -2.16901
H -1.20421 -2.24691 -0.52311